Computed, not measured: C29H19BrIN8O2Pd as an isolated structure, with ωB97M-V/def2-TZVPD.

```
! RIJCOSX wB97M-V def2-TZVPD def2/J DEFGRID3
* xyz 3 5
Pd 0.487 -1.658 -2.317
C -1.861 -4.834 -3.412
C -1.006 -3.739 -3.425
N -0.782 -3.166 -2.240
C -1.022 -3.768 -1.075
C -1.805 -4.943 -1.070
N -2.203 -5.451 -2.235
C -0.242 -3.223 0.059
C -0.285 -3.562 1.416
C 0.474 -2.824 2.374
C 1.360 -1.879 1.816
C 1.314 -1.561 0.459
N 0.680 -2.330 -0.414
C 2.017 -0.460 -0.187
C 2.813 0.567 0.340
N 3.340 1.543 -0.338
C 3.311 1.345 -1.690
C 2.702 0.269 -2.282
N 1.975 -0.560 -1.521
C 0.482 -3.231 3.828
C -0.644 -3.699 4.430
C -0.573 -4.023 5.763
N 0.478 -3.744 6.530
C 1.612 -3.465 5.861
C 1.684 -3.207 4.529
H -2.280 -5.296 -4.326
H -0.648 -3.234 -4.343
H -2.069 -5.436 -0.149
H -0.684 -4.574 1.674
H 2.049 -1.343 2.445
H 2.927 0.603 1.423
H 3.798 2.106 -2.291
H 2.826 0.017 -3.302
H -1.660 -3.730 3.992
H -1.412 -4.529 6.258
H 2.544 -3.337 6.399
H 2.646 -2.971 4.162
Br -1.435 -0.053 1.197
C -1.732 0.807 -0.401
C -2.502 2.005 -0.285
C -2.480 2.826 -1.419
C -1.858 2.421 -2.564
C -1.173 1.183 -2.572
N -1.136 0.430 -1.490
C -0.381 0.847 -3.786
O -0.360 1.645 -4.721
O 0.343 -0.284 -3.835
H -3.166 2.208 0.575
H -2.871 3.845 -1.340
H -1.847 2.910 -3.558
I 3.061 6.973 -1.652
C 1.084 6.981 -0.746
C 0.713 5.736 -0.216
C -0.591 5.563 0.213
C -1.514 6.651 0.185
C -1.004 7.807 -0.382
N 0.274 8.020 -0.819
H 1.449 4.961 -0.277
H -0.989 4.603 0.571
H -2.512 6.613 0.568
H -1.712 8.627 -0.391
*
```

- Kohn-Sham gap (alpha / beta): 6.1 / 2.5 eV
- Energy: -4703.39024 Ha
- ΔE to the lowest compared entry with this formula, charge and spin: 72.3 kcal/mol
- HOMO energy (alpha / beta): -15.56 / -15.72 eV
- <S²>: 6.051

Löwdin atomic charge list, values in e, 5 entries:
1. Pd 1.1607
2. C -0.0256
3. C -0.0493
4. N -0.0646
5. C -0.1650

---

Computed, not measured: C29H19Co2F4O6 as an isolated structure, with ωB97M-V/def2-TZVPD.

```
! RIJCOSX wB97M-V def2-TZVPD def2/J DEFGRID3
* xyz -1 1
F -1.082 -5.229 -2.037
C -0.162 -4.245 -2.311
C 0.655 -4.399 -3.438
C 1.605 -3.389 -3.659
F 2.441 -3.519 -4.743
C 1.749 -2.297 -2.824
C 0.915 -2.155 -1.680
C 1.056 -1.019 -0.817
C 0.204 -0.760 0.246
C 0.325 0.343 1.078
C -0.499 0.571 2.228
C -0.355 1.763 2.992
C -1.151 1.976 4.102
F -0.997 3.131 4.832
C -2.122 1.057 4.531
C -2.249 -0.114 3.772
F -3.182 -1.044 4.164
C -1.478 -0.376 2.652
C -0.065 -3.165 -1.447
H 0.564 -5.257 -4.089
H 2.496 -1.527 -3.021
H 1.853 -0.306 -1.046
H -0.624 -1.444 0.422
H 1.080 1.099 0.845
H 0.391 2.495 2.680
H -2.740 1.236 5.401
H -1.617 -1.303 2.099
H -0.736 -3.094 -0.592
O 7.645 5.369 -1.424
C 7.590 4.287 -1.013
Co 7.640 2.599 -0.550
C 8.574 2.787 0.939
O 9.258 2.797 1.887
C 6.035 2.377 0.167
O 4.991 2.179 0.630
C 8.544 1.422 -2.005
C 7.871 0.748 -1.026
C 8.063 -0.123 0.091
C 7.113 -0.448 1.013
C 7.462 -0.928 2.380
C 8.940 -0.669 2.732
C 9.863 -1.110 1.598
C 9.521 -0.407 0.278
Co 7.002 1.085 -2.800
C 6.732 2.616 -3.597
O 6.594 3.650 -4.084
C 5.335 0.496 -2.548
O 4.284 0.092 -2.268
C 7.663 0.076 -4.080
O 8.224 -0.633 -4.797
H 9.566 1.520 -2.300
H 6.051 -0.332 0.814
H 6.818 -0.465 3.149
H 7.277 -2.015 2.441
H 9.090 0.405 2.919
H 9.206 -1.213 3.645
H 10.912 -0.907 1.858
H 9.758 -2.190 1.432
H 9.928 -0.985 -0.567
H 10.085 0.541 0.245
*
```

- Kohn-Sham gap: 2.9 eV
- Energy: -4732.85290 Ha
- ΔE to the lowest compared entry with this formula, charge and spin: 0.0 kcal/mol
- HOMO energy: -2.59 eV

Löwdin atomic charge list, values in e, 5 entries:
1. F 0.0138
2. C -0.2768
3. C 0.0069
4. C -0.2774
5. F 0.0105

---

Computed, not measured: C29H20AsClF8NPPd as an isolated structure, with ωB97M-V/def2-TZVPD.

```
! RIJCOSX wB97M-V def2-TZVPD def2/J DEFGRID3
* xyz 3 2
Pd -0.648 -0.301 0.142
Cl -0.545 -0.432 -2.193
C -2.040 -1.145 -2.715
C -2.241 -1.271 -4.082
C -3.403 -1.872 -4.552
C -4.368 -2.324 -3.661
C -4.170 -2.196 -2.292
C -3.011 -1.593 -1.800
P -2.770 -1.394 0.003
C -3.592 0.151 0.524
C -4.104 0.314 1.814
C -4.679 1.519 2.187
C -4.692 2.580 1.286
C -4.163 2.426 0.010
C -3.575 1.232 -0.371
C -3.544 -2.797 0.858
C -2.752 -3.945 0.952
C -3.200 -5.008 1.719
C -4.448 -4.960 2.329
C -5.245 -3.827 2.224
C -4.801 -2.754 1.467
H -1.491 -0.912 -4.773
H -3.538 -1.994 -5.618
H -5.270 -2.791 -4.028
H -4.917 -2.566 -1.605
H -4.061 -0.498 2.530
H -5.099 1.637 3.174
H -5.108 3.532 1.588
H -4.230 3.235 -0.705
H -3.188 1.108 -1.376
H -1.783 -3.976 0.468
H -2.554 -5.863 1.869
H -4.827 -5.825 2.862
H -6.220 -3.802 2.685
H -5.462 -1.913 1.304
F 2.346 -4.738 1.464
C 1.678 -3.636 1.705
C 2.011 -2.455 1.013
C 1.301 -1.320 1.280
C 0.229 -1.233 2.287
C -0.086 -2.523 2.883
F -1.185 -2.569 3.648
C 0.606 -3.666 2.627
C -0.381 -0.019 2.679
C -0.917 0.253 3.997
C -1.268 1.525 4.326
C -1.146 2.583 3.396
C -0.719 2.261 2.107
N -0.397 1.042 1.777
H 2.847 -2.451 0.325
H 0.343 -4.585 3.129
H -0.913 -0.539 4.729
H -1.606 1.757 5.330
H -1.404 3.599 3.643
H -0.695 3.015 1.325
F 1.686 -0.142 0.685
As 2.954 0.531 3.855
F 1.694 1.496 4.575
F 2.056 -0.853 4.489
F 4.206 0.955 4.832
F 3.729 -0.602 2.812
F 2.809 1.597 2.482
*
```

- Kohn-Sham gap (alpha / beta): 5.6 / 5.1 eV
- Energy: -5134.93933 Ha
- ΔE to the lowest compared entry with this formula, charge and spin: 77.7 kcal/mol
- HOMO energy (alpha / beta): -17.89 / -17.90 eV
- <S²>: 0.895

Löwdin atomic charge list, values in e, 5 entries:
1. Pd 0.6415
2. Cl 0.8368
3. C -0.6059
4. C -0.0557
5. C 0.0049

---

Computed, not measured: C29H20BaClIN5O3S4 as an isolated structure, with ωB97M-V/def2-TZVPD.

```
! RIJCOSX wB97M-V def2-TZVPD def2/J DEFGRID3
* xyz -1 1
Ba 1.488 0.082 -0.425
Cl 6.726 1.585 5.029
C 5.350 1.034 4.110
C 4.185 0.726 4.759
C 3.062 0.278 4.053
I 1.325 -0.167 5.097
C 3.062 0.128 2.664
O 2.087 -0.281 1.979
C 4.316 0.473 1.989
N 4.318 0.343 0.642
C 5.414 0.630 -0.019
C 6.599 1.067 0.601
C 6.616 1.213 1.960
C 5.453 0.916 2.701
H 4.129 0.828 5.833
H 5.364 0.541 -1.099
H 7.466 1.291 -0.002
H 7.501 1.556 2.477
C -3.905 -3.811 4.794
C -3.259 -3.157 3.610
C -3.912 -3.100 2.387
C -3.308 -2.518 1.282
C -2.043 -1.986 1.406
C -1.369 -2.024 2.616
C -1.979 -2.610 3.710
S -1.224 -1.190 0.034
O 0.046 -1.934 -0.136
O -2.127 -1.226 -1.093
N -0.779 0.237 0.516
C -1.485 1.395 0.272
C -2.880 1.435 0.272
C -3.487 2.648 0.017
C -2.695 3.762 -0.224
C -1.318 3.612 -0.178
N -0.699 2.466 0.082
H -4.975 -3.610 4.822
H -3.466 -3.456 5.725
H -3.775 -4.895 4.759
H -4.909 -3.515 2.295
H -3.813 -2.474 0.327
H -0.385 -1.584 2.703
H -1.455 -2.639 4.657
H -3.459 0.543 0.444
H -4.567 2.721 -0.002
H -3.123 4.732 -0.438
H -0.669 4.464 -0.352
S 0.867 1.018 -7.539
C 1.199 1.200 -5.910
S 2.726 1.849 -5.356
C 2.264 1.561 -3.708
N 1.084 1.005 -3.596
N 0.485 0.827 -4.835
C -0.821 0.257 -4.855
C -1.167 -0.695 -3.907
C -2.441 -1.232 -3.913
C -3.370 -0.822 -4.853
C -3.025 0.141 -5.788
C -1.755 0.687 -5.796
S 3.256 1.977 -2.382
H -0.451 -1.006 -3.164
H -2.699 -1.962 -3.163
H -4.366 -1.244 -4.850
H -3.748 0.477 -6.520
H -1.479 1.436 -6.517
*
```

- Kohn-Sham gap: 7.1 eV
- Energy: -3992.97921 Ha
- HOMO energy: -4.98 eV

Löwdin atomic charge list, values in e, 5 entries:
1. Ba 1.8798
2. Cl 0.6418
3. C -0.6284
4. C -0.1965
5. C -0.6603